No. 1
13
Properties=species:S:1:pos:R:3:forces:R:3 method="wB97M-V/def2-TZVPD" spin_multiplicity=5 orbital_gap_ev="6.11 / 4.73" charge=+2 homo_energy_ev="-18.3 / -18.3" lumo_energy_ha="-0.449 / -0.500"
O -2.020879 2.599687 0.304114 1.6119 -2.7275 -0.4495
C -1.465299 1.589066 0.102209 -0.8435 1.9147 -0.3053
C 0.698806 0.685240 -1.162411 -0.1869 2.3457 -0.5546
C 2.207369 0.546246 -1.032814 -0.2048 -0.1039 0.0677
O 2.464808 -0.766883 -0.539731 0.2655 -0.2819 -0.1773
C 1.519382 -1.289242 0.234478 3.3284 -0.4535 1.5422
O 0.348379 -0.709378 -0.063806 -5.0116 0.2893 0.0852
O 1.757005 -2.043707 1.133282 -1.5329 0.2598 -1.0446
O 0.151022 1.775817 -0.676765 -0.5595 -1.8863 0.6829
H 0.278182 0.343956 -2.122955 -0.1411 -0.5859 0.5171
H 2.587562 1.285702 -0.319058 -0.0078 -0.0854 -0.2347
H 2.686995 0.620312 -2.015448 -0.0905 0.1579 0.2769
Ho -1.929314 -0.847292 0.437235 3.3729 1.1570 -0.4060

No. 2
11
Properties=species:S:1:pos:R:3:forces:R:3 method="wB97M-V/def2-TZVPD" orbital_gap_ev="8.80 / 7.49" e_above_lowest_kcal_mol=122.39 homo_energy_ev="-8.1 / -6.9" lumo_energy_ha="0.026 / 0.022"
C 1.401123 0.610461 -0.417767 0.1793 -0.3735 0.2768
C -1.237476 -0.018908 0.542151 -0.4493 2.6505 -1.8247
O 1.827695 -0.692647 -0.171248 -0.8845 0.3266 0.2017
O -1.054605 -1.280143 0.163021 1.4626 -1.4476 0.0201
O -2.237726 0.694742 -0.181518 0.9901 -1.1372 0.6626
H 1.759182 0.993012 -1.340889 -0.0576 -0.0210 -0.9869
H 1.574917 1.288844 0.385564 -0.1427 0.3863 0.7396
H -0.975694 0.528709 1.474974 -0.3016 -1.1787 -0.6513
H 1.497717 -0.833007 0.725064 0.5276 -0.4179 0.1527
H -0.111910 -1.548688 -0.142967 -1.7984 1.1218 0.5393
H -2.443228 0.257623 -1.036383 0.4745 0.0907 0.8701

No. 3
70
Properties=species:S:1:pos:R:3:forces:R:3 method="wB97M-V/def2-TZVPD" orbital_gap_ev=5.55 charge=-1 e_above_lowest_kcal_mol=43.35 homo_energy_ev=-4.1 lumo_energy_ha=0.054
Ti 0.484924 0.674364 -0.121415 -1.0465 -0.0925 -0.1496
O -1.098622 0.413004 4.349728 1.6928 -0.1705 -0.2453
C -0.363157 -0.202568 3.427881 -0.6906 -0.5512 -0.2234
O -0.755994 -1.017831 2.609329 0.6854 0.5703 1.0713
C 1.068366 0.269869 3.435114 -0.8120 -0.4425 0.9049
C 1.856451 0.366690 4.574982 0.4389 0.1082 -0.1373
C 3.167768 0.807430 4.420356 -0.2810 0.0052 -0.3442
C 3.599209 1.207249 3.151050 -0.3231 -0.1379 0.3498
C 2.689360 1.130814 2.112259 0.6452 0.4319 -0.0273
N 1.472841 0.631736 2.253932 0.5248 0.0818 -1.3854
C 2.968295 1.720235 0.735789 -0.3722 -0.1036 0.2795
O 4.102021 1.859363 0.324179 0.2306 0.1235 -0.0559
O 1.861790 2.028092 0.131030 1.2737 -0.1961 -0.3493
H -2.021408 0.399973 4.029608 -1.3687 -0.3526 -0.0578
H 1.442799 0.105684 5.535708 -0.0129 -0.0157 0.0947
H 3.826922 0.870728 5.274383 0.0429 0.0232 0.0393
H 4.582069 1.607695 2.961470 0.1046 0.0042 0.0151
C -1.942379 -4.020315 1.502127 0.0953 -0.0264 0.0888
C -3.064640 -3.514971 0.616511 -0.1656 -0.0640 -0.0439
C -2.574073 -2.668919 -0.544876 0.0249 0.0483 -0.0603
S -2.149478 -0.959838 -0.082200 0.6023 -0.3067 -0.1745
O -0.590865 -1.004154 -0.282062 -0.5369 -0.2346 -0.0876
C -2.769475 -0.181806 -1.585355 0.2715 0.4303 -0.0417
C -4.287423 -0.297704 -1.799969 0.1147 0.0715 -0.3145
C -5.157047 -0.719579 -0.625499 -0.2660 0.0658 0.2249
H -2.341070 -4.545428 2.367122 -0.0358 -0.0811 0.0838
H -1.327117 -3.203032 1.871498 0.0278 0.1272 0.0148
H -1.303691 -4.713124 0.951119 0.0718 -0.0271 -0.0328
H -3.783360 -2.940387 1.204767 -0.0077 0.0317 0.0098
H -3.608796 -4.365710 0.189590 -0.0104 0.0490 0.0814
H -3.329617 -2.588912 -1.319619 -0.0705 -0.0613 -0.0753
H -1.661706 -3.071621 -0.985880 0.0468 0.0228 -0.0535
H -2.209824 -0.639887 -2.404687 0.0872 0.0542 0.0455
H -2.443546 0.868366 -1.485796 -0.2130 -0.4393 0.0143
H -4.457499 -0.989868 -2.630036 -0.0341 0.0423 -0.0401
H -4.613594 0.688750 -2.128288 0.0113 -0.0327 -0.0124
H -5.284010 -1.799353 -0.586076 -0.0436 -0.1784 0.0553
H -6.143910 -0.264268 -0.719186 0.0116 -0.0937 -0.0307
H -4.786257 -0.386677 0.342276 0.0952 0.0707 0.0311
Se -3.940201 0.060871 3.017649 -0.3009 0.5325 -0.0111
Sb -3.495670 2.282864 2.049271 -0.5271 -0.0537 0.1055
Se -1.147833 1.772636 0.916858 -0.2856 0.9049 0.5663
Se -4.639990 2.775283 -0.025853 -0.0792 0.1006 0.2110
Se -2.765353 4.046463 3.511357 -0.1732 -0.2091 -0.0721
C -0.203259 1.997523 -3.989432 0.0265 0.1679 -0.0490
C 0.333997 2.328798 -2.604641 0.2442 -0.1460 -0.0240
C -0.272157 3.601259 -2.042951 -0.0678 0.0905 0.2734
O 0.076280 1.213960 -1.786967 0.3204 -0.0862 -0.0417
H 0.047594 2.787604 -4.697423 0.0047 0.0566 -0.0617
H -1.288969 1.901592 -3.955151 -0.0571 -0.0016 0.0375
H 0.210120 1.058746 -4.355792 0.0640 -0.0691 0.0294
H 1.433419 2.452775 -2.653328 -0.2035 0.0380 -0.0446
H -1.355888 3.502613 -1.910284 0.1279 -0.0436 -0.0184
H -0.079173 4.414635 -2.741709 -0.0016 0.1411 -0.0342
H 0.159346 3.862487 -1.066070 -0.1012 -0.1429 -0.3213
C 5.195264 0.694024 -2.781009 0.0533 0.1958 0.0848
C 3.901769 -0.090027 -2.946299 -0.1193 -0.0363 -0.2510
C 3.470779 -0.736792 -1.682838 0.0480 0.1070 -0.2045
N 2.337046 -0.525946 -1.130459 -0.0223 -0.0922 -0.0801
N 2.153315 -1.169618 0.054478 0.2767 -0.0701 0.0430
C 3.188192 -1.880369 0.388711 -0.3246 0.0011 0.2949
N 3.243019 -2.549732 1.566213 0.0563 -0.1081 0.1862
S 4.474200 -1.815431 -0.758858 0.0574 -0.0396 0.0268
H 5.423633 1.231723 -3.698341 0.0361 0.0581 -0.0548
H 6.037122 0.035496 -2.566044 0.0437 -0.0501 0.0315
H 5.099426 1.409524 -1.959812 0.0089 -0.0610 -0.0859
H 4.002382 -0.855333 -3.724555 0.0085 0.0893 0.0217
H 3.076111 0.567315 -3.235212 0.0990 -0.0582 0.0096
H 2.360544 -2.639227 2.049375 0.0381 0.0069 -0.0136
H 3.910680 -3.289807 1.688249 -0.0592 0.0233 -0.0152

No. 4
19
Properties=species:S:1:pos:R:3:forces:R:3 method="wB97M-V/def2-TZVPD" orbital_gap_ev=11.60 charge=+1 e_above_lowest_kcal_mol=20.71 homo_energy_ev=-14.7 lumo_energy_ha=-0.113
C 0.837358 0.985821 0.998187 0.3927 -0.0884 -0.1466
O 0.949179 0.844728 2.388880 0.5304 -0.9275 -0.0190
C -0.486467 0.422098 0.450410 1.2387 1.1390 0.2041
C -0.943952 1.115276 -0.833590 0.1345 -0.1839 0.9242
O -2.209002 0.564667 -1.133321 1.3547 -1.1886 0.5406
N -0.450729 -1.050235 0.177992 -0.1374 -0.6172 0.3663
H 1.730387 0.526989 0.567381 -0.1416 -0.3097 0.0179
H 0.937844 2.024882 0.717257 -0.3217 0.4970 -0.1964
H 0.273928 1.303573 2.884116 -0.2989 0.4311 -0.0173
H -1.122119 0.624672 1.309633 -0.8204 -0.3830 -0.4760
H -0.920881 2.186562 -0.639889 -0.4248 0.0895 -0.0454
H -0.201926 0.943153 -1.619604 -0.0860 -0.1801 -0.1876
H -2.787001 1.206626 -1.472935 -1.2038 1.3243 -0.8259
H -0.633618 -1.237420 -0.804172 -0.3568 -0.0433 -0.1506
H 0.405490 -1.570581 0.348457 0.8264 0.4722 -0.0228
H -1.114751 -1.559171 0.743945 -0.7610 -0.0264 -0.0162
H 2.499281 -2.415916 -0.781931 0.5685 -0.3067 -0.6252
H 1.599730 -2.559239 -2.113936 0.7321 -0.3112 -0.4741
O 1.637252 -2.356485 -1.186880 -1.2258 0.6129 1.1502